Molecular formula: C4H11NOS
Method: DFT, wB97M-V/def2-TZVPD

Element x y z (Å)
N (-0.447, 0.539, -1.775)
C (-0.456, 0.041, -0.388)
C (-0.514, -1.573, -0.625)
O (-1.716, -1.754, -1.360)
C (0.865, 0.405, 0.313)
C (0.833, 1.507, 1.302)
S (0.620, 1.172, 3.071)
H (0.530, 0.706, -2.160)
H (-1.054, 0.096, -2.323)
H (-1.374, 0.529, 0.001)
H (-0.319, -1.992, 0.424)
H (0.193, -1.976, -1.499)
H (-2.317, -2.381, -0.777)
H (1.404, -0.538, 0.673)
H (1.536, 0.752, -0.510)
H (0.170, 2.304, 1.008)
H (1.722, 2.224, 1.317)
H (0.323, -0.061, 3.309)

Output
**LUMO**: 0.68 eV
**Frontier orbital gap**: 9.33 eV
**Spin multiplicity**: 1
**Max |F|**: 6.69 eV Å⁻¹
**ΔE to the lowest compared entry with this formula, charge and spin**: 3.273 eV